# C31H54Br22INO4S

12 unconnected molecules or ions with the total composition C31H54Br22INO4S at a distorted geometry (ωB97M-V with the def2-TZVPD basis set, the Open Molecules 2025 dataset).

```
114
Properties=species:S:1:pos:R:3:mulliken_charge:R:1
C 0.5111 -2.2051 -7.3209 -1.2154
S 2.1901 -2.3094 -6.7578 1.6299
O 2.5022 -3.6248 -6.2579 -0.6710
O 3.0033 -1.9104 -7.8754 -0.7021
C 2.3669 -1.0838 -5.4605 0.3609
C 2.2376 -1.4158 -4.1583 0.7829
C 1.9550 -2.7694 -3.5752 -0.7600
C 0.5922 -3.4003 -3.9697 -0.3116
N 0.6879 -4.8426 -4.1800 -0.4964
C 2.4453 -0.3337 -3.1257 0.0065
O 2.7300 -0.6332 -1.9950 -0.3158
C 2.3417 1.0785 -3.5286 -0.3906
I 2.0540 2.5296 -2.0909 0.2784
C 2.4606 1.3974 -4.8167 -0.2436
C 2.6491 0.3412 -5.8435 -0.6554
O 3.0275 0.6672 -6.9303 -0.5520
H 0.1803 -3.2127 -7.5615 0.4607
H -0.1055 -1.7667 -6.5369 0.3519
H 0.5007 -1.5214 -8.1648 0.3578
H 2.7764 -3.4489 -3.8026 0.5861
H 1.9515 -2.6619 -2.4926 0.1034
H -0.0832 -3.2680 -3.1241 0.7426
H 0.1109 -2.9070 -4.8107 -0.6816
H 1.5663 -5.0613 -4.6383 0.2998
H 0.7384 -5.2920 -3.2702 0.2345
H 2.4339 2.4176 -5.1757 0.5475
Br -3.5365 -2.8261 -8.1597 -0.1650
C -4.2094 -3.9355 -6.7059 -0.5773
C -3.6351 -3.5132 -5.3805 -0.6842
Br -1.7857 -4.0941 -5.1664 0.0804
H -3.9630 -4.9622 -6.9567 0.3617
H -5.2892 -3.8064 -6.7223 0.3766
H -4.1810 -3.9830 -4.5648 0.3625
H -3.6484 -2.4352 -5.2502 0.3892
Br -1.9111 -0.7118 -0.1118 -0.1563
C -0.6246 0.4082 0.8227 0.2231
C -1.2707 1.5671 1.5260 -0.3358
Br -1.7773 2.9856 0.2918 -0.2320
H 0.1122 0.7164 0.0864 0.1096
H -0.1551 -0.2501 1.5518 -0.1288
H -0.5622 2.0203 2.2149 0.2482
H -2.1710 1.2906 2.0622 0.1783
Br 2.3886 5.6834 0.7306 -0.1521
C 1.2448 5.0239 2.1551 -0.1389
C 2.0435 4.2953 3.2027 -0.4280
Br 2.5839 2.5245 2.5967 -0.1125
H 0.4918 4.3973 1.6859 -0.0696
H 0.7693 5.9049 2.5826 0.3287
H 1.4393 4.1273 4.0907 0.0933
H 2.9527 4.8218 3.4742 0.4598
Br -3.5793 2.4151 4.2367 0.0688
C -3.9595 4.3129 4.4076 -0.3170
C -2.7427 5.1468 4.1160 -0.4942
Br -1.4725 5.1164 5.5955 -0.1526
H -4.3513 4.4661 5.4066 0.0033
H -4.7384 4.5239 3.6776 0.3839
H -3.0159 6.1925 3.9937 0.4163
H -2.2055 4.8044 3.2358 0.1701
Br 3.2630 -4.0588 -0.2315 -0.1258
C 4.2500 -2.5350 0.4652 0.2875
C 5.3297 -2.9677 1.4177 -0.6984
Br 4.6114 -3.4672 3.1550 -0.1636
H 3.5283 -1.8674 0.9258 0.3655
H 4.6766 -2.0570 -0.4120 -0.4495
H 6.0099 -2.1400 1.6143 0.3415
H 5.8887 -3.8241 1.0534 0.4196
Br -4.3493 -1.3331 4.0151 -0.0996
C -6.1883 -1.1698 4.6357 -0.6048
C -6.2997 -0.2188 5.7978 -0.2424
Br -5.6497 -1.0196 7.4439 -0.1328
H -6.5259 -2.1708 4.8832 0.3909
H -6.7505 -0.7944 3.7836 0.3438
H -7.3402 0.0353 5.9874 0.3542
H -5.7242 0.6900 5.6436 -0.0292
Br -5.0524 3.5806 7.8216 -0.1474
C -3.8683 4.8346 8.7176 -0.2972
C -4.6321 5.9633 9.3535 -0.6005
Br -5.2353 7.2510 8.0253 -0.1552
H -3.1553 5.1771 7.9741 0.0505
H -3.3491 4.2486 9.4730 0.3716
H -3.9889 6.5220 10.0294 0.3903
H -5.5142 5.6247 9.8868 0.3626
Br -2.2771 0.8902 7.6192 -0.0699
C -0.6668 -0.1720 7.4035 -0.6135
C 0.2088 0.3673 6.3056 -0.6733
Br -0.5058 -0.0805 4.5536 0.0057
H -0.9855 -1.1927 7.2171 0.3410
H -0.1531 -0.1219 8.3612 0.3807
H 1.1943 -0.0924 6.3410 0.3576
H 0.3123 1.4474 6.3393 0.3271
Br 8.4039 0.4994 0.3038 -0.1071
C 8.4336 -1.1491 -0.7238 -0.3667
C 8.0272 -0.9311 -2.1565 -0.6571
Br 6.1067 -0.6849 -2.3283 -0.0671
H 7.7795 -1.8477 -0.2116 0.0979
H 9.4596 -1.5060 -0.6717 0.3719
H 8.2629 -1.8109 -2.7512 0.3493
H 8.4945 -0.0579 -2.5996 0.3740
Br -0.8529 4.8809 -6.4989 -0.1323
C -0.3587 3.8059 -8.0409 -0.6749
C -0.9416 2.4206 -7.9652 -0.5964
Br 0.0347 1.3236 -6.6871 -0.0045
H 0.7256 3.7972 -8.0829 0.3733
H -0.7535 4.3349 -8.9053 0.3850
H -0.8409 1.9133 -8.9221 0.3498
H -1.9826 2.4161 -7.6596 0.3742
Br -0.8486 -4.6446 -0.8132 -0.0448
C -0.2985 -5.4863 0.8545 -0.5253
C -0.7887 -4.7229 2.0568 -0.7193
Br 0.2573 -3.1152 2.3601 -0.0576
H 0.7840 -5.5631 0.8248 0.2370
H -0.7366 -6.4817 0.8324 0.4019
H -0.6684 -5.3194 2.9584 0.3867
H -1.8245 -4.4110 1.9653 0.4081
```

## Properties
* structure (SMILES): CS(=O)(=O)C1=C(CCN)C(=O)C(I)=CC1=O.BrCCBr.BrCCBr.BrCCBr.BrCCBr.BrCCBr.BrCCBr.BrCCBr.BrCCBr.BrCCBr.BrCCBr.BrCCBr
* E_HOMO: -8.98 eV
* E: -1602573.3215 eV
* F_max: 2.237 eV/Å
* multiplicity: 1
* molecular weight: 2421.635 g mol⁻¹
* Kohn-Sham gap: 0.275 hartree



# C31H54Cl2F4N7O10S2

10 unconnected molecules or ions with the total composition C31H54Cl2F4N7O10S2 at a distorted geometry (ωB97M-V with the def2-TZVPD basis set, the Open Molecules 2025 dataset).

```
110
Properties=species:S:1:pos:R:3:mulliken_charge:R:1
N 0.6220 -0.0194 1.5524 -0.3371
S -0.8188 -0.6844 1.4131 0.4214
O -1.0822 -1.3674 0.1863 -0.4121
O -1.9010 0.0422 1.9899 -0.7181
F -0.6101 -1.8616 2.4706 -0.2061
S 0.6757 0.8628 0.1760 0.2734
O -0.3878 1.7712 -0.0382 -0.2611
O 1.2667 0.1632 -0.8986 -0.2121
F 1.8821 1.7919 0.6118 -0.2868
C 0.1006 5.3487 -0.8171 -0.5908
C -0.7559 5.2511 -2.0593 0.8314
O -1.9703 5.3053 -2.0428 -0.6331
N -0.0417 5.1063 -3.2129 -0.1379
C -0.6365 4.8822 -4.5014 -0.7138
H -0.0545 4.4219 -0.2641 -0.2756
H -0.2406 6.1626 -0.1824 0.3154
H 1.1478 5.4765 -1.0832 0.3821
H 0.9521 5.2354 -3.1589 0.2103
H -0.5370 5.7071 -5.2135 0.3628
H -1.7052 4.7195 -4.3733 0.2866
H -0.2025 3.9926 -4.9654 0.0425
C -4.1006 -7.1309 4.6240 -1.1476
C -3.2061 -6.1483 3.8939 0.6763
O -2.4642 -6.5133 3.0040 -0.6180
N -3.2406 -4.8721 4.3602 -0.1257
C -2.4419 -3.8115 3.7779 -0.8894
H -3.8261 -7.2061 5.6776 0.2938
H -4.0555 -8.0934 4.1301 0.2998
H -5.1358 -6.7720 4.6436 0.3350
H -4.0177 -4.6289 4.9493 0.2314
H -1.4624 -4.2014 3.5179 0.2497
H -2.2886 -2.9902 4.4730 0.3800
H -2.9419 -3.4420 2.8814 0.2817
C -3.3751 -1.6250 -2.2933 -0.7177
C -3.1972 -0.1736 -2.6900 0.7951
O -4.1478 0.5937 -2.6615 -0.7116
N -1.9682 0.2122 -3.1207 0.3402
C -1.6641 1.5638 -3.4956 -0.6199
H -2.4109 -2.1190 -2.1893 -0.0128
H -3.8777 -2.1152 -3.1299 0.3382
H -3.9729 -1.6974 -1.3933 0.2668
H -1.2966 -0.5294 -3.2218 -0.1001
H -1.5753 2.1879 -2.6050 0.1592
H -2.4041 2.0111 -4.1614 0.4298
H -0.7396 1.5628 -4.0750 -0.1505
C 4.2359 0.4318 3.0500 -0.7610
C 4.1433 -1.0625 2.9021 0.7240
O 4.9188 -1.8148 3.4767 -0.7221
N 3.0752 -1.5123 2.2034 0.9689
C 2.7884 -2.9201 2.0243 -1.1469
H 5.2787 0.7397 2.9797 0.3335
H 3.9134 0.6973 4.0582 0.1822
H 3.6706 0.9830 2.3011 0.0336
H 2.3754 -0.8578 1.8836 -0.3376
H 1.9715 -3.0140 1.3110 0.2791
H 2.4833 -3.4124 2.9499 0.3584
H 3.6944 -3.4070 1.6591 0.3398
C -2.5876 4.2925 0.9890 -0.3386
C -3.3843 3.9936 2.2433 0.5472
O -4.2056 4.7613 2.7112 -0.7253
N -3.1222 2.7742 2.7841 0.0782
C -3.6961 2.2902 4.0187 -1.0197
H -3.2037 4.9463 0.3791 0.4271
H -2.2605 3.3953 0.4745 -0.0438
H -1.7361 4.8996 1.3049 0.1153
H -2.3915 2.2052 2.3870 0.1403
H -2.8885 1.9995 4.6900 0.2479
H -4.3943 1.4702 3.8434 0.2702
H -4.2684 3.0995 4.4690 0.4103
C 0.8072 -0.0912 5.3374 -0.6850
C 0.8567 1.4078 5.1523 0.8518
O 0.9746 2.1605 6.1046 -0.7348
N 0.8251 1.8306 3.8665 0.6105
C 0.8221 3.2208 3.4910 -0.9030
H 1.7607 -0.4637 5.7070 0.2503
H 0.5640 -0.6145 4.4083 -0.0708
H 0.0274 -0.3305 6.0591 0.3436
H 0.7673 1.1455 3.1287 -0.1537
H 0.0216 3.3778 2.7582 0.1842
H 1.7406 3.4709 2.9502 0.2716
H 0.6763 3.8797 4.3368 0.3833
C 4.2815 -1.0111 -0.9838 0.8643
Cl 4.7993 0.5869 -0.4401 -0.1537
Cl 5.5962 -2.1993 -0.8100 -0.1898
H 3.4356 -1.3496 -0.4035 -0.6972
H 4.0430 -0.9293 -2.0372 0.2277
F -0.7842 -2.7400 -3.8761 -0.2981
C 0.3706 -3.3196 -3.4816 0.0557
C 0.8370 -3.0635 -2.2041 -0.1615
C 2.0603 -3.5808 -1.8269 -0.0069
C 2.7540 -4.4094 -2.6939 -0.9547
C 2.2739 -4.6519 -3.9680 -0.4206
C 1.0582 -4.1205 -4.3641 -0.3861
H 0.2752 -2.4005 -1.5532 0.5611
H 2.4562 -3.3477 -0.8487 0.3906
H 3.7449 -4.7579 -2.4274 0.3606
H 2.8597 -5.2208 -4.6769 0.3878
H 0.6532 -4.3792 -5.3344 0.4737
F 0.7218 0.3196 -7.7441 -0.3554
C 1.1669 0.6090 -6.5035 0.4281
C 1.1547 -0.3789 -5.5421 -0.3484
C 1.6443 -0.1117 -4.2716 0.1834
C 2.0856 1.1644 -3.9263 -0.8909
C 2.0805 2.1286 -4.9168 -0.2755
C 1.6279 1.8751 -6.2052 -0.6218
H 0.8032 -1.3798 -5.7615 0.4307
H 1.5660 -0.8811 -3.5132 0.1412
H 2.3721 1.3772 -2.9063 0.4293
H 2.3687 3.1579 -4.7258 0.3848
H 1.5476 2.6726 -6.9319 0.4078
```

## Properties
* E_HOMO: -7.05 eV
* E: -121520.3801 eV
* F_max: 3.208 eV/Å
* total charge: -1
* multiplicity: 1
* molecular weight: 895.844 g mol⁻¹
* Kohn-Sham gap: 0.334 hartree



# C31H54Cl2P2Tc

A molecular structure, C31H54Cl2P2Tc at a distorted geometry (ωB97M-V with the def2-TZVPD basis set, the Open Molecules 2025 dataset).

```
90
Properties=species:S:1:pos:R:3:mulliken_charge:R:1
P -0.3430 0.6948 -1.0814 0.6403
C -1.9784 0.2392 -1.8656 0.3108
C -2.4186 1.0987 -3.0632 -0.3777
C -3.8514 0.7442 -3.4731 -0.9736
C -4.0364 -0.7551 -3.7380 -0.7288
C -3.4925 -1.6236 -2.5965 -0.9202
C -2.0527 -1.2465 -2.2273 -0.3901
C 1.0420 0.1308 -2.2000 -0.1582
C 0.9129 0.5402 -3.6700 -0.8246
C 2.2152 0.2028 -4.4074 -0.8952
C 2.6164 -1.2699 -4.2502 -0.7726
C 2.6361 -1.7175 -2.7842 -0.7211
C 1.3227 -1.3672 -2.0807 0.5827
C -0.2872 2.5552 -1.2249 0.4151
C -1.4298 3.2052 -0.4317 -0.4118
C -1.4009 4.7321 -0.5887 -0.9098
C -0.0441 5.3453 -0.2249 -0.6438
C 1.0999 4.6756 -0.9894 -0.9361
C 1.0720 3.1507 -0.8475 -0.4707
H -2.6786 0.4196 -1.0235 0.8322
H -1.7399 0.9200 -3.9103 0.1217
H -2.3617 2.1715 -2.8382 0.2354
H -4.1375 1.3270 -4.3577 0.4022
H -4.5225 1.0465 -2.6566 0.3799
H -5.0988 -0.9728 -3.8984 0.4126
H -3.5184 -1.0203 -4.6700 0.3372
H -4.1210 -1.4826 -1.7069 0.3758
H -3.5386 -2.6844 -2.8681 0.3994
H -1.6930 -1.8699 -1.3942 -0.2679
H -1.3948 -1.4391 -3.0899 0.2586
H 1.9118 0.6541 -1.7628 0.9616
H 3.0181 0.8301 -3.9969 0.3706
H 0.6979 1.6155 -3.7676 0.2342
H 0.0732 -0.0020 -4.1341 0.2656
H 2.1160 0.4606 -5.4678 0.4196
H 3.6006 -1.4378 -4.7028 0.4308
H 1.9029 -1.8959 -4.8041 0.3270
H 2.8123 -2.7981 -2.7121 0.3992
H 3.4606 -1.2165 -2.2560 0.4013
H 1.3687 -1.6678 -1.0242 -1.5345
H 0.4973 -1.9413 -2.5287 0.3059
H -0.4499 2.7469 -2.3023 0.6486
H -2.4071 2.8229 -0.7694 0.3270
H -1.3564 2.9128 0.6272 -0.0741
H -1.6133 4.9732 -1.6386 0.3431
H -2.1966 5.1831 0.0133 0.3988
H 0.1295 5.2452 0.8554 0.2759
H -0.0499 6.4191 -0.4440 0.4051
H 2.0675 5.0497 -0.6368 0.4105
H 1.0186 4.9297 -2.0546 0.3895
H 1.8742 2.7183 -1.4624 0.0983
H 1.3118 2.8773 0.1889 -0.0224
Tc -0.0836 0.0155 1.1209 -0.9684
Cl 2.2509 0.6082 0.9143 -0.5421
Cl -2.2241 0.6255 1.7942 -0.4280
C -0.6634 -1.8791 0.8893 -1.7483
H -1.7455 -2.1153 0.8015 0.4553
C 0.1385 -3.0919 0.9382 2.7513
C 1.5616 -3.0891 0.9958 0.0894
C 2.2915 -4.2827 1.0115 -1.3623
C 1.6271 -5.5130 0.9744 -0.5908
C 0.2199 -5.5469 0.9313 -0.6348
C -0.5062 -4.3703 0.9237 -0.8058
H 2.0763 -2.1170 1.0188 0.5867
H 3.3813 -4.2464 1.0583 0.4157
H -0.3006 -6.5128 0.9116 0.3796
H -1.6032 -4.3736 0.9040 0.3621
H 2.1940 -6.4371 0.9876 0.4007
C -0.8716 -2.1812 4.9292 -1.2075
C -0.6589 -0.6705 4.8493 -0.7443
P 0.3400 -0.0540 3.4456 1.0137
C 0.2968 1.7639 3.7506 -0.2177
C 0.6911 2.2839 5.1310 -1.4059
C 1.9419 -0.8646 3.8104 -0.2700
C 2.5348 -0.8142 5.2045 -1.3084
H -1.4522 -2.5528 4.0748 0.2505
H -1.4462 -2.3889 5.8442 0.4290
H 0.0773 -2.7347 4.9937 0.2701
H -1.6181 -0.1404 4.8447 0.4250
H -0.0929 -0.3395 5.7319 0.3596
H 0.9030 2.2331 2.9650 0.1497
H -0.7493 2.0459 3.5592 0.3591
H 1.7465 2.1164 5.3529 0.2708
H 0.5240 3.3660 5.1394 0.4378
H 0.0766 1.8510 5.9261 0.2992
H 1.7684 -1.9127 3.5276 0.0793
H 2.6540 -0.4586 3.0787 0.4200
H 1.8991 -1.3053 5.9512 0.2913
H 3.4860 -1.3586 5.1433 0.4578
H 2.7696 0.2120 5.5095 0.1972
```

## Properties
* E_HOMO (alpha / beta): -5.80 / -7.87 eV
* E: -78847.1752 eV
* F_max: 2.160 eV/Å
* multiplicity: 4
* molecular weight: 657.627 g mol⁻¹
* Kohn-Sham gap (alpha / beta): 0.218 / 0.265 hartree



# C31H54ClNO3P2RuSSi2

A molecular structure, C31H54ClNO3P2RuSSi2 at a distorted geometry (ωB97M-V with the def2-TZVPD basis set, the Open Molecules 2025 dataset).

```
96
Properties=species:S:1:pos:R:3:mulliken_charge:R:1
Ru -0.9838 -1.0920 -0.1771 0.5120
C 1.1671 -1.7850 -1.1783 -1.3982
C -0.0247 -1.4772 -1.9442 -0.0725
C -0.1506 0.0007 -1.8739 -0.3480
Si -1.1094 -2.6650 -2.8958 0.2016
C 1.0245 0.4988 -1.2187 -0.2031
C 1.8240 -0.5831 -0.7827 0.5935
Si 3.5285 -0.4913 0.0455 0.2481
H 1.5582 -2.7947 -1.0454 0.3538
H -0.8520 0.5679 -2.4787 0.7986
H 1.2789 1.5503 -1.0999 0.6117
Cl -1.0950 3.4211 1.9733 -0.2026
C 4.0422 -2.2284 0.4908 -1.1549
C 4.7033 0.3040 -1.1622 -1.2143
C -0.3249 -4.3494 -2.8336 -1.1669
C -1.2721 -2.0443 -4.6471 -1.2306
H 4.3934 0.0569 -2.1860 0.3539
H 5.7107 -0.1006 -0.9978 0.3988
H 4.7393 1.3954 -1.0606 0.2774
H 3.3604 -2.6726 1.2281 0.1772
H 5.0566 -2.2168 0.9116 0.3812
H 4.0418 -2.8568 -0.4088 0.3509
H -0.3249 -1.5800 -4.9510 0.3545
H -2.0839 -1.3184 -4.7725 0.3091
H -1.4623 -2.9092 -5.2965 0.3881
H 0.7531 -4.2578 -3.0204 0.3673
H -0.7670 -4.9763 -3.6194 0.3975
H -0.4839 -4.8202 -1.8543 0.2395
C 3.5266 0.5042 1.6612 -0.9698
C -2.8331 -2.7091 -2.0859 -1.3556
P 2.3151 1.8681 1.7464 0.5464
H 4.5455 0.8853 1.8493 0.7410
H 3.2683 -0.2144 2.4591 0.0332
P -2.9736 -1.1908 -1.1018 0.4865
H -2.8748 -3.5827 -1.4152 0.6600
H -3.6269 -2.7881 -2.8426 0.7016
C -4.3326 -1.2586 0.1416 0.7890
C -3.5419 0.1143 -2.3096 0.7051
C 3.1653 3.3140 0.9055 1.0500
C 2.2654 2.3035 3.5628 0.5657
C 1.0959 1.5517 4.2173 -1.0690
H 2.0440 3.3864 3.5818 0.3602
C 3.5643 2.0339 4.3173 -1.5706
H 3.8362 0.9724 4.2780 0.2056
H 3.4090 2.3033 5.3699 0.5083
H 4.4073 2.6260 3.9482 0.2903
H 0.1359 1.9608 3.8871 0.1696
H 1.1558 1.6568 5.3079 0.5224
H 1.1190 0.4812 3.9615 0.0876
H 3.4538 2.9081 -0.0803 -0.0588
C 4.4151 3.8249 1.6169 -1.7638
C 2.1465 4.4448 0.6934 -1.4245
H 5.1732 3.0471 1.7685 0.2835
H 4.1693 4.2812 2.5847 0.3099
H 4.8716 4.6077 0.9955 0.4972
H 1.2463 4.0970 0.1735 0.1947
H 2.6082 5.2335 0.0854 0.4594
H 1.8374 4.8908 1.6484 0.2865
H -2.7515 0.1354 -3.0786 0.0283
C -3.6211 1.4915 -1.6446 -1.2786
C -4.8709 -0.2589 -2.9752 -1.5059
H -4.8123 -1.1889 -3.5504 0.3494
H -5.1424 0.5444 -3.6722 0.4744
H -5.6816 -0.3513 -2.2416 0.2938
H -2.6437 1.8458 -1.2976 0.1378
H -4.3134 1.4913 -0.7917 0.2432
H -3.9976 2.2151 -2.3807 0.5423
C -3.7577 -0.8213 1.4960 -1.1160
C -5.0092 -2.6296 0.1947 -1.5958
H -5.0756 -0.5143 -0.1864 0.7859
H -4.3671 -3.3588 0.7075 0.3003
H -5.2724 -3.0108 -0.7992 0.3248
H -5.9348 -2.5342 0.7782 0.5057
H -4.1824 -1.4351 2.2990 0.4081
H -3.9850 0.2334 1.6996 0.2649
H -2.6538 -0.9477 1.5375 -0.0735
C -1.0710 1.7377 1.1724 0.2606
H -0.9039 1.9175 0.1075 -0.0158
H -0.2518 1.1637 1.6273 -0.3410
H -2.0501 1.2892 1.3765 0.1532
O 1.0133 -1.0979 2.3032 -0.3967
C 0.4117 -2.1933 2.2378 -0.2617
N -0.6477 -2.3870 1.3804 0.1686
S -1.3929 -3.9278 1.4993 1.0358
O -2.6728 -3.8187 2.1597 -0.7177
O -1.3205 -4.6234 0.2346 -0.7015
C -0.1449 -4.4647 2.6007 0.3885
C 0.0383 -5.7668 3.0517 -0.5923
C 1.1440 -6.0310 3.8703 -0.7917
C 2.0448 -5.0055 4.2071 -0.5521
C 1.8455 -3.7036 3.7456 -0.5467
C 0.7228 -3.4382 2.9470 -0.3956
H -0.6720 -6.5361 2.7562 0.4468
H 1.3065 -7.0425 4.2413 0.3582
H 2.9075 -5.2369 4.8332 0.3816
H 2.5286 -2.8875 3.9792 0.4653
```

## Properties
* E_HOMO (alpha / beta): -4.15 / -7.53 eV
* E: -100926.4788 eV
* F_max: 3.632 eV/Å
* multiplicity: 5
* ΔE to the lowest compared entry with this formula, charge and spin: 1.5977 eV
* molecular weight: 775.487 g mol⁻¹
* Kohn-Sham gap (alpha / beta): 0.122 / 0.184 hartree